The following is a quantum chemistry calculation of C4H5ClO in the gas phase in a non-equilibrium geometry, from the OMol25 dataset.

Calculated values
HOMO	-9.5	eV
E_LUMO	0.95	eV
SMILES	Cl/C=C\[C@H]1CO1
energy	-18797.0093	eV

Geometry (Å):
C (-1.842, 0.612, -0.258)
C (-0.809, 0.045, 0.361)
C (0.457, -0.378, -0.297)
C (1.742, -0.216, 0.403)
H (-2.793, 0.761, 0.172)
H (-0.921, -0.151, 1.427)
H (0.459, -0.340, -1.409)
H (2.663, -0.154, -0.206)
H (1.732, 0.212, 1.378)
O (1.113, -1.470, 0.356)
Cl (-1.802, 1.077, -1.928)